ORCA calculation (ωB97M-V with the def2-TZVPD basis set) on a cluster of 7 separate species, C7H29NO6 in total at a distorted geometry.

Computed properties:
- frontier orbital gap (alpha / beta) (eV) = 10.998 / 5.773
- spin multiplicity = 2
- net charge = +1
- F_max (eV/Å) = 5.0
- calculated total energy (Ha) = -789.93046

Structure (XYZ):
```
43
C7H29NO6, DFT ωB97M-V with the def2-TZVPD basis set
C 1.590 -1.480 0.772
N 0.375 -0.866 0.185
C 0.176 0.595 0.386
C -1.318 0.855 -0.158
C -1.637 2.269 0.334
C -1.333 0.633 -1.643
C 1.297 1.340 -0.417
C 1.536 -1.569 2.332
H 2.475 -0.891 0.501
H 1.738 -2.473 0.365
H 0.612 -0.987 -0.804
H 0.330 0.661 1.476
H -1.959 0.115 0.382
H -0.994 2.941 -0.338
H -2.658 2.568 0.129
H -1.306 2.553 1.344
H -0.457 1.056 -2.136
H -1.373 -0.433 -1.881
H -2.155 1.082 -2.192
H 2.040 0.621 -0.803
H 0.881 2.016 -1.134
H 1.990 1.899 0.247
H 2.497 -1.296 2.759
H 0.776 -0.856 2.672
H 1.235 -2.579 2.694
H -1.731 -4.123 1.703
H -1.074 -2.745 1.738
O -1.772 -3.264 2.145
H -0.578 -0.669 4.740
H -1.517 -0.205 3.721
O -0.566 -0.112 3.952
H 0.242 2.752 -3.545
H 1.628 2.263 -3.925
O 0.702 2.287 -4.260
H -0.313 -1.585 -3.368
H 0.678 -0.846 -4.357
O 0.610 -1.416 -3.589
H 2.170 1.323 -2.341
H 3.356 1.010 -3.201
O 2.902 1.770 -2.800
H -3.591 -1.682 3.287
H -2.550 -1.468 2.128
O -2.954 -1.060 2.900
```


ORCA calculation (ωB97M-V with the def2-TZVPD basis set) on a cluster of 13 separate species, C30H53Cl24NO3P in total at a distorted geometry.

Computed properties:
- frontier orbital gap (eV) = 7.051
- net charge = +1
- F_max (eV/Å) = 3.6
- calculated total energy (Ha) = -12840.68120

Structure (XYZ):
```
112
C30H53Cl24NO3P, DFT ωB97M-V with the def2-TZVPD basis set
C -1.597 -1.715 -0.417
C -0.358 -1.010 -0.461
C 0.242 -0.625 -1.842
N 0.823 0.744 -1.961
C 1.769 0.932 -0.775
C 2.949 -0.127 -0.757
O 3.915 0.147 -1.437
C 3.021 -1.437 0.074
C 3.638 -1.326 1.417
C 3.803 -2.517 2.269
C 3.383 -3.866 1.848
C 2.751 -4.007 0.523
C 2.587 -2.771 -0.339
O 1.644 1.035 -3.039
C 1.588 0.204 -4.187
C 0.262 0.265 -5.069
O -0.132 -1.097 -5.376
C 0.738 -1.685 -6.357
C 1.354 -3.006 -5.693
P -0.442 2.097 -2.027
C -2.159 1.461 -1.671
C -0.108 3.344 -0.637
C -1.082 4.578 -0.791
H -2.582 -1.172 -0.479
H -1.545 -2.830 -0.283
H 0.127 -0.814 0.526
H -0.610 -0.709 -2.585
H 0.948 -1.470 -2.092
H 2.271 1.919 -0.999
H 1.241 1.080 0.195
H 4.020 -0.353 1.813
H 4.291 -2.442 3.274
H 3.540 -4.772 2.485
H 2.424 -5.003 0.138
H 2.141 -2.930 -1.345
H 1.899 -0.874 -4.040
H 2.392 0.594 -4.881
H 0.405 0.805 -6.044
H -0.615 0.722 -4.548
H 0.226 -1.997 -7.302
H 1.625 -1.043 -6.618
H 2.287 -2.762 -5.100
H 1.613 -3.790 -6.447
H 0.620 -3.380 -4.922
H -2.370 1.498 -0.559
H -2.410 0.460 -2.101
H -2.882 2.202 -2.128
H 0.929 3.744 -0.847
H -0.123 2.875 0.382
H -2.163 4.256 -0.814
H -0.917 5.159 -1.745
H -0.924 5.305 0.051
C 0.579 7.922 0.320
Cl 1.594 6.569 0.846
Cl 0.165 7.787 -1.393
H -0.337 7.924 0.905
H 1.120 8.851 0.479
C -1.316 -5.101 -1.833
Cl -1.400 -4.337 -3.424
Cl 0.140 -4.604 -0.956
H -2.190 -4.810 -1.257
H -1.301 -6.181 -1.959
C -2.832 -0.062 2.955
Cl -3.930 0.878 1.932
Cl -1.140 0.275 2.557
H -3.008 0.200 3.994
H -3.027 -1.120 2.802
C -0.863 6.045 -4.541
Cl -1.496 4.584 -5.309
Cl -2.064 6.781 -3.471
H 0.016 5.784 -3.956
H -0.594 6.761 -5.313
C -4.225 -4.889 1.209
Cl -2.473 -4.755 1.433
Cl -4.619 -5.609 -0.356
H -4.633 -5.515 1.998
H -4.664 -3.896 1.260
C -5.643 -1.481 5.200
Cl -3.900 -1.332 5.453
Cl -6.003 -2.241 3.644
H -6.063 -2.090 5.996
H -6.088 -0.490 5.220
C 6.309 -5.499 -0.326
Cl 7.112 -5.073 -1.844
Cl 5.356 -4.145 0.307
H 5.645 -6.341 -0.504
H 7.064 -5.772 0.407
C -5.477 -8.954 -2.760
Cl -4.541 -9.135 -1.271
Cl -5.957 -7.271 -3.021
H -4.868 -9.279 -3.599
H -6.370 -9.568 -2.691
C 4.652 7.273 -0.875
Cl 4.556 8.016 -2.477
Cl 6.088 7.816 -0.001
H 3.768 7.547 -0.306
H 4.697 6.193 -0.990
C 2.710 2.239 3.668
Cl 1.481 1.301 2.803
Cl 4.267 2.189 2.832
H 2.379 3.272 3.736
H 2.830 1.824 4.665
C -3.125 1.103 8.771
Cl -1.604 0.998 7.870
Cl -4.506 1.233 7.678
H -3.236 0.208 9.377
H -3.098 1.982 9.411
C -0.070 4.287 7.754
Cl 0.715 4.653 6.210
Cl -0.950 5.687 8.375
H -0.769 3.469 7.607
H 0.691 4.000 8.476
```


ORCA calculation (ωB97M-V with the def2-TZVPD basis set) on an isolated molecule of C13H11F9O4 at a distorted geometry.

Computed properties:
- frontier orbital gap (eV) = 9.267
- F_max (eV/Å) = 1.9
- calculated total energy (Ha) = -1701.75012

Structure (XYZ):
```
37
C13H11F9O4, DFT ωB97M-V with the def2-TZVPD basis set
C -6.010 -0.531 -0.046
C -5.024 0.295 0.768
O -3.718 0.261 0.212
C -2.759 -0.440 0.973
C -1.866 -1.142 0.017
C -0.589 -0.968 -0.298
C 0.374 0.000 0.279
C 1.130 0.774 -0.800
C 2.356 1.488 -0.238
F 2.395 2.768 -0.682
F 2.330 1.543 1.117
C 3.668 0.815 -0.665
F 3.761 0.926 -2.000
F 3.579 -0.499 -0.368
C 4.964 1.400 -0.009
F 4.712 2.528 0.660
F 5.848 1.679 -0.986
C 5.679 0.416 0.947
F 4.854 0.022 1.929
F 6.726 1.067 1.495
F 6.134 -0.649 0.276
C -0.271 -1.983 -1.363
O 0.759 -2.138 -1.972
O -1.387 -2.745 -1.574
C -2.426 -2.267 -0.792
O -3.544 -2.719 -0.805
H -6.324 -1.418 0.488
H -6.892 0.052 -0.275
H -5.569 -0.825 -0.987
H -5.028 -0.002 1.811
H -5.347 1.330 0.742
H -3.208 -1.141 1.669
H -2.173 0.269 1.554
H -0.163 0.700 0.898
H 1.083 -0.562 0.871
H 1.429 0.140 -1.622
H 0.517 1.557 -1.224
```


ORCA calculation (ωB97M-V with the def2-TZVPD basis set) on a structure of composition C30H37BrCl2N4O2PdSi at a distorted geometry.

Computed properties:
- frontier orbital gap (alpha / beta) (eV) = 4.774 / 4.726
- net charge = +2
- F_max (eV/Å) = 6.1
- calculated total energy (Ha) = -5446.12268

Structure (XYZ):
```
78
C30H37BrCl2N4O2PdSi, DFT ωB97M-V with the def2-TZVPD basis set
Pd 1.918 -0.990 -1.543
Cl 7.411 3.394 -1.088
C 6.119 2.461 -1.675
C 5.353 1.698 -0.815
C 4.294 0.917 -1.291
N 3.526 0.094 -0.550
C 3.672 -0.141 0.785
O 4.366 0.485 1.557
C 2.859 -1.330 1.223
C 2.759 -1.651 2.571
C 2.047 -2.782 2.936
C 1.483 -3.571 1.942
C 1.630 -3.184 0.619
N 2.287 -2.079 0.274
C 3.982 0.935 -2.717
C 4.772 1.718 -3.562
C 5.825 2.466 -3.072
Cl 6.782 3.397 -4.123
N 2.940 0.157 -3.085
C 2.513 0.010 -4.375
O 2.997 0.544 -5.351
C 1.335 -0.913 -4.490
C 0.792 -1.158 -5.747
C -0.308 -1.993 -5.845
C -0.833 -2.550 -4.688
C -0.228 -2.263 -3.473
N 0.838 -1.469 -3.378
H 5.566 1.692 0.246
H 3.243 -1.009 3.291
H 1.936 -3.047 3.974
H 0.948 -4.476 2.184
H 1.222 -3.787 -0.187
H 4.557 1.720 -4.622
H 1.253 -0.689 -6.603
H -0.747 -2.202 -6.807
H -1.694 -3.199 -4.722
H -0.615 -2.680 -2.546
C 0.242 1.392 2.856
C -1.156 1.889 2.469
C -0.998 3.224 1.736
C -1.996 2.126 3.731
Si -2.077 0.537 1.356
Br -0.118 -0.016 -0.477
C -3.412 1.200 0.041
C -4.537 1.889 0.814
C -3.980 0.017 -0.743
C -2.796 2.178 -0.957
C -2.445 -1.221 2.168
C -1.452 -1.548 3.293
C -3.852 -1.180 2.787
C -2.375 -2.370 1.153
H 0.744 2.161 3.439
H 0.848 1.200 1.974
H 0.208 0.494 3.461
H -0.445 3.916 2.371
H -1.960 3.685 1.529
H -0.437 3.105 0.813
H -1.535 2.909 4.329
H -2.066 1.238 4.350
H -3.003 2.451 3.482
H -4.955 1.249 1.584
H -5.342 2.136 0.124
H -4.206 2.814 1.274
H -4.585 -0.632 -0.120
H -3.189 -0.559 -1.214
H -4.624 0.396 -1.534
H -2.271 2.995 -0.480
H -3.591 2.615 -1.557
H -2.108 1.669 -1.625
H -1.498 -0.815 4.092
H -0.432 -1.609 2.918
H -1.717 -2.509 3.729
H -3.955 -0.358 3.488
H -4.035 -2.103 3.332
H -4.622 -1.088 2.028
H -1.394 -2.417 0.686
H -3.123 -2.277 0.375
H -2.554 -3.308 1.674
```


ORCA calculation (ωB97M-V with the def2-TZVPD basis set) on a structure of composition C45H46LuN8O6S at a distorted geometry.

Computed properties:
- frontier orbital gap (alpha / beta) (eV) = 4.658 / 4.351
- net charge = +1
- F_max (eV/Å) = 3.7
- calculated total energy (Ha) = -4265.42249

Structure (XYZ):
```
107
C45H46LuN8O6S, DFT ωB97M-V with the def2-TZVPD basis set
Lu -0.310 1.088 1.723
C 1.387 -2.019 5.089
C 0.603 -3.143 4.761
C -0.237 -3.116 3.664
C -0.458 -1.854 2.975
N 0.406 -0.872 3.197
C 1.313 -0.942 4.219
C -1.638 -1.819 2.073
C -2.658 -2.765 2.219
C -3.896 -2.635 1.552
C -4.037 -1.565 0.718
C -2.998 -0.634 0.492
N -1.827 -0.656 1.293
C -3.350 0.470 -0.476
C -4.514 1.210 -0.183
C -5.074 2.106 -1.053
C -4.373 2.430 -2.280
C -3.249 1.687 -2.540
N -2.716 0.709 -1.690
H 2.045 -2.006 5.915
H 0.546 -3.970 5.409
H -0.495 -4.069 3.096
H 1.982 -0.029 4.352
H -2.390 -3.613 2.801
H -4.696 -3.286 1.599
H -5.004 -1.351 0.301
H -4.897 0.923 0.767
H -6.071 2.549 -0.860
H -4.689 3.167 -2.970
H -2.707 1.904 -3.503
N -2.629 -4.011 -1.318
C -3.433 -3.403 -2.288
C -4.668 -4.016 -2.657
C -5.549 -3.360 -3.538
C -5.307 -2.039 -4.015
C -4.035 -1.501 -3.739
C -3.163 -2.083 -2.851
C -1.835 -1.444 -2.726
C -0.713 -2.231 -3.115
C 0.587 -1.876 -2.775
C 0.821 -0.542 -2.391
C -0.258 0.341 -2.236
C -1.584 -0.144 -2.215
H -1.654 -3.753 -1.178
H -2.962 -4.924 -1.076
H -4.898 -5.107 -2.290
H -6.419 -3.923 -3.942
H -6.051 -1.610 -4.676
H -3.779 -0.561 -4.196
H -1.019 -3.225 -3.475
H 1.371 -2.510 -2.895
H 1.780 -0.183 -2.057
H -0.170 1.409 -2.105
O -0.813 3.947 -1.390
C -1.022 3.703 -0.180
O -0.981 2.540 0.414
C -1.741 4.821 0.554
N -2.335 5.700 -0.498
C -2.355 7.020 0.097
C -1.111 7.044 1.029
C -0.833 5.609 1.467
H -2.617 4.421 1.147
H -3.272 5.302 -0.815
H -1.709 5.470 -1.324
H -3.363 7.215 0.571
H -2.134 7.799 -0.663
H -1.198 7.817 1.859
H -0.351 7.495 0.378
H -1.214 5.452 2.467
H 0.292 5.425 1.244
C 7.892 -5.831 -1.911
C 7.306 -4.479 -2.146
C 5.939 -4.265 -1.995
C 5.387 -3.005 -2.065
C 6.241 -1.889 -2.073
C 7.617 -2.105 -2.248
C 8.157 -3.351 -2.437
S 5.491 -0.327 -1.938
O 6.467 0.616 -2.488
O 4.089 -0.345 -2.370
N 5.460 -0.144 -0.329
C 4.251 -0.148 0.487
C 3.506 1.228 0.405
C 2.086 1.210 0.976
O 1.776 1.993 1.982
O 1.319 0.353 0.462
H 8.714 -6.048 -2.627
H 7.157 -6.602 -2.183
H 8.217 -5.811 -0.870
H 5.320 -5.134 -1.704
H 4.365 -2.986 -1.862
H 8.167 -1.099 -2.390
H 9.200 -3.477 -2.659
H 6.381 -0.001 0.104
H 4.488 -0.301 1.546
H 3.604 -0.929 0.146
H 3.351 1.505 -0.646
H 4.007 2.052 0.913
N -0.775 3.757 5.276
C -1.823 2.844 5.683
C -1.746 1.791 4.793
N -0.735 1.968 3.838
C -0.137 3.097 4.234
H -0.456 4.594 5.754
H -2.477 2.962 6.561
H -2.275 0.883 4.732
H 0.796 3.444 3.789
```


ORCA calculation (ωB97M-V with the def2-TZVPD basis set) on a cluster of 2 separate species, C11H17IOSi in total at a distorted geometry.

Computed properties:
- frontier orbital gap (alpha / beta) (eV) = 6.736 / 7.854
- F_max (eV/Å) = 4.2
- calculated total energy (Ha) = -1091.65486

Structure (XYZ):
```
31
C11H17IOSi, DFT ωB97M-V with the def2-TZVPD basis set
C 4.065 -2.351 2.533
C 3.601 -1.479 1.516
C 3.605 -3.667 2.585
C 2.700 -2.018 0.617
C 2.708 -4.092 1.640
C 2.298 -3.328 0.571
C -4.285 3.735 -0.151
C 1.423 0.461 -2.604
C -3.865 2.578 -1.047
C -2.488 1.960 -0.641
C -2.181 0.602 -1.273
O 0.811 0.440 -1.498
Si -0.531 -0.020 -0.694
I 0.186 0.817 1.473
H 4.837 -2.069 3.187
H 3.902 -0.440 1.410
H 3.779 -4.325 3.498
H 2.590 -1.435 -0.335
H 2.522 -5.142 1.537
H -4.699 4.532 -0.683
H -4.902 3.330 0.523
H -3.409 4.100 0.479
H 1.548 -3.715 -0.069
H 2.421 0.566 -2.434
H 0.986 0.818 -3.476
H -3.533 3.050 -2.044
H -4.804 1.969 -1.264
H -1.684 2.678 -0.836
H -2.420 1.868 0.461
H -2.342 0.632 -2.333
H -2.838 -0.057 -0.647
```


ORCA calculation (ωB97M-V with the def2-TZVPD basis set) on the ion C4H12N7S with charge +1 at a distorted geometry.

Computed properties:
- frontier orbital gap (eV) = 8.133
- net charge = +1
- F_max (eV/Å) = 6.0
- calculated total energy (Ha) = -940.63987

Structure (XYZ):
```
24
C4H12N7S, DFT ωB97M-V with the def2-TZVPD basis set
C -0.350 1.929 -1.092
C 0.302 2.614 0.116
C 0.380 0.586 -1.333
C 0.634 -0.307 -0.081
N -0.754 -1.266 -2.067
N 1.797 -1.413 2.045
N -0.282 -0.165 -2.358
N 2.172 -0.201 1.898
N 1.512 0.470 0.852
N -0.596 -0.471 0.676
N -0.667 -1.817 1.142
S 1.984 2.008 0.409
H -1.332 1.736 -0.866
H -0.222 2.554 -1.857
H 0.291 3.628 -0.030
H -0.390 2.584 0.944
H 1.363 0.669 -1.829
H 1.343 -1.074 -0.433
H -1.250 -1.497 -2.984
H 2.043 -1.671 2.986
H -1.486 -0.261 0.275
H 1.180 -2.020 1.516
H -1.544 -2.195 0.809
H -0.798 -1.636 2.126
```


ORCA calculation (ωB97M-V with the def2-TZVPD basis set) on a cluster of 3 separate species, C4H15NO2S in total at a distorted geometry.

Computed properties:
- frontier orbital gap (eV) = 9.699
- F_max (eV/Å) = 6.1
- calculated total energy (Ha) = -764.74213

Structure (XYZ):
```
23
C4H15NO2S, DFT ωB97M-V with the def2-TZVPD basis set
C -0.327 0.791 -2.235
N -0.761 1.238 -0.814
C -0.361 0.178 0.254
C -1.128 0.650 1.545
S -0.769 -0.015 3.126
C -0.919 -1.220 -0.074
H -0.953 0.060 -2.822
H -0.324 1.794 -2.733
H 0.732 0.422 -2.183
H -1.834 1.253 -0.768
H 0.714 0.186 0.277
H -1.067 1.813 1.510
H -2.158 0.728 1.138
H -0.619 -1.246 2.942
H -0.550 -1.972 0.634
H -1.977 -1.299 -0.162
H -0.629 -1.523 -1.067
H 1.397 -3.261 0.197
H 2.306 -2.254 -0.594
O 2.307 -2.908 0.005
H 1.589 2.349 0.897
H 2.755 1.985 0.005
O 2.577 2.250 0.924
```